# 1
Molecular formula: C63H34BiCl4F5N7O2
Method: DFT, wB97M-V/def2-TZVPD

Its energy above the lowest of the compared OMol25 structures with the same formula, charge and spin is 348.5 kJ/mol. The highest occupied orbital energy (alpha / beta) comes out at -3.41 / -3.61 eV. Its total charge is -1.

Positions of all 116 atoms, in Å:
H: 5.26174 0.03083 -2.75536
C: -3.99923 1.53451 -2.72925
C: 3.30036 0.28957 1.92929
C: 4.08495 2.30176 -2.11954
C: 5.24641 2.70977 -2.74339
C: 6.12669 -3.18154 -3.26541
C: 2.79422 5.59531 1.84084
F: -3.76855 4.71420 3.82288
H: 3.59653 6.15339 1.37824
H: -3.97958 2.32701 -3.46455
H: 4.43558 1.84009 -5.91320
H: -6.09336 1.13239 -2.91822
C: -2.60191 -1.94984 -3.64071
C: 1.56115 2.07798 2.16865
N: 0.11416 0.17787 2.49516
C: -5.17057 0.87393 -2.42317
C: -1.99174 2.92628 1.22325
C: 3.77660 -0.53984 0.91853
Cl: 7.32796 -4.12569 -4.08162
H: -6.02658 -0.68711 -1.20676
H: -0.11913 3.67784 3.45904
H: 6.25907 2.90248 -4.62960
H: 1.40019 0.93462 -4.50541
H: 0.06754 6.09478 3.79670
H: -3.17855 -4.38887 0.19285
H: -5.02738 -4.92658 -3.51674
C: 1.66813 3.48891 2.28373
C: 1.85829 6.26032 2.61965
N: 0.56833 -1.37929 -1.15212
C: 0.70036 1.31686 2.98658
N: -1.38171 -1.73559 0.88074
H: 4.45362 -1.36593 1.00826
C: 5.20523 -1.04422 -2.69134
C: -3.93549 -0.41039 -0.84438
C: -3.65451 2.39277 3.32932
H: -1.93182 -1.10315 -3.67525
H: -2.89561 -3.93497 2.77284
C: -3.17435 1.37363 2.51029
F: -1.20276 3.24541 0.17012
C: -2.81596 1.13642 -2.09925
C: -1.31893 -3.45439 4.94344
H: -0.71776 0.04233 5.67517
C: -1.70404 -2.18813 2.13626
O: 1.59235 1.68086 -0.83481
N: -2.80397 0.19216 -1.15462
C: -3.30544 3.71015 3.05864
C: -3.49177 -3.84600 -2.49016
C: -1.92142 -2.57577 -0.05945
H: -0.56799 -3.89505 4.30541
O: 2.21231 1.07380 -5.03143
N: 0.68596 1.34267 -2.89889
C: 1.73729 -1.40356 -1.85676
C: -2.64387 -3.56728 0.62536
C: 2.42016 1.20507 1.37216
C: 4.35321 1.98386 -4.84711
H: -1.28901 -5.04966 6.37965
H: 3.56385 0.25282 2.96717
H: -1.54348 2.79053 -2.77385
Cl: -3.19706 -4.31766 8.33991
C: 3.16445 1.59006 -4.23769
H: -3.43159 -1.53640 -5.56427
C: 3.01479 1.76923 -2.84679
Cl: -5.37867 -3.56730 -5.99022
C: 0.38245 1.41795 4.37000
C: -0.35700 0.31561 4.70011
H: -3.99109 -1.83997 7.19755
H: -3.88098 -1.14863 -0.05871
C: 0.21240 -2.42738 -3.15024
C: -2.68539 -3.50959 6.89342
N: 2.36934 0.91498 0.04003
C: -2.49844 -3.33714 1.97814
Cl: 1.98197 7.97822 2.83871
C: 2.69755 4.23111 1.67594
C: -2.49238 3.98649 1.96835
H: 5.07119 -4.89538 -2.52156
C: -1.35487 -1.57408 3.35385
C: 5.37128 2.56165 -4.11782
C: -2.58281 -2.78429 -2.50805
C: 6.18070 -1.79970 -3.31757
C: -3.23938 -2.28517 6.56161
H: -0.29169 -2.98734 -3.91614
C: 5.10871 -3.82000 -2.58017
H: -3.51523 -4.52838 -1.65920
C: 3.13256 -0.17952 -0.25651
C: -0.36903 -2.01277 -1.89083
C: 2.99127 -0.96573 -1.44806
C: -1.63367 -2.44163 -1.45492
H: 0.73258 2.18523 5.03693
H: 3.99788 2.40947 -1.04966
H: 3.32528 -3.53957 -1.44571
C: 0.71305 4.21253 3.02839
H: 3.43506 3.71932 1.07581
H: 6.04797 3.14732 -2.16600
C: -1.54864 1.73595 -2.48721
C: -3.44491 -2.18616 -4.70346
F: -4.46236 2.11455 4.36983
C: -4.32076 -3.25859 -4.65285
C: -0.57507 -0.43512 3.50624
H: -3.24315 -0.68978 5.14644
C: -2.81478 -1.64285 5.41076
Bi: -0.60379 0.17695 0.40675
F: -2.22174 5.26149 1.63709
C: 0.81011 5.56996 3.21261
H: 2.27203 -2.21272 -3.86407
C: -5.13911 -0.13380 -1.46934
C: 4.12907 -3.05938 -1.98122
C: 1.51560 -2.07177 -3.11610
C: -2.29819 1.59765 1.46468
C: 4.14245 -1.66290 -2.03946
N: -0.50059 1.01799 -2.47269
F: -3.63074 0.12767 2.74981
C: -4.34989 -4.08640 -3.54572
H: 6.97512 -1.31916 -3.86504
C: 1.74111 1.50813 -2.19342
C: -1.85736 -2.22153 4.58496
C: -1.72143 -4.10208 6.09487

Atoms 1-3, force components in eV/Å:
H -0.0623 0.1358 0.0384
C 0.4425 0.0051 0.0698
C 0.1019 0.4129 -0.3145



# 2
Molecular formula: C63H70F8O5
Method: DFT, wB97M-V/def2-TZVPD

Its energy above the lowest of the compared OMol25 structures with the same formula, charge and spin is 37.0 kJ/mol. The highest occupied orbital energy comes out at -8.68 eV. Its total charge is 0.

Positions of all 146 atoms, in Å:
H: 4.90839 -0.01206 6.55844
C: -5.02580 -2.82379 -1.40084
F: 0.38112 -5.41698 -5.77211
H: -1.84683 -1.79514 -3.22628
H: 1.45310 3.45390 3.23410
C: 0.61273 6.40939 0.45844
H: 3.90469 -2.85695 -5.42387
C: 4.85211 -2.52606 -1.67527
H: 3.45049 1.35064 -6.86960
C: -1.12824 -2.90753 3.46964
C: 1.61968 5.65526 1.06850
C: 2.87560 -0.76224 6.36218
C: 4.08938 0.49644 4.68987
C: 2.97929 1.14174 -4.78258
F: 0.05138 2.38058 -3.09503
H: -6.12078 -1.12214 -2.11584
H: 2.53854 -1.40560 -3.84581
H: 4.53034 -4.22375 3.81651
H: 2.77900 -1.25381 7.32117
H: 0.85679 1.71129 -0.75289
C: -1.88041 -0.21769 -4.71969
H: -1.04323 -0.34121 -2.70348
C: 3.58945 -4.27375 3.27355
C: -0.74314 -5.57975 -3.73714
H: -0.11170 1.48252 2.82948
H: -0.19534 -4.96007 5.91590
C: 2.05431 -2.24286 2.74315
H: 0.94781 -2.37321 -2.48297
O: 0.57037 -1.28835 -0.03277
C: -3.73882 3.72077 -1.87162
C: 2.01469 4.43493 -0.95168
O: 4.10755 -2.63121 1.64879
H: 4.93732 1.09070 4.38193
H: -1.49250 0.64554 1.17749
H: -0.79147 -3.19056 1.36748
H: -0.53170 6.62704 -1.32967
C: -5.52121 -1.54999 -1.32138
H: -4.10992 2.61861 3.12736
F: 0.88243 5.38122 4.83964
H: -3.25155 1.75622 1.88022
H: -0.94327 -2.01975 -5.53782
H: -3.39416 -2.91340 1.53213
H: 6.46588 -3.87085 -2.23415
C: 3.33678 -2.02987 -3.45546
F: -1.82926 -1.78183 3.19009
F: 3.24784 3.93806 0.97793
C: 0.97655 5.11512 -1.56723
C: -0.95490 -3.37895 4.75253
C: 1.85895 -0.31057 4.23247
H: -1.45222 -0.77263 -6.72575
C: -2.60300 4.02450 -2.78127
H: 1.48595 -1.92637 1.86971
C: -2.98411 5.10029 2.60466
C: 5.14325 -3.51542 -3.84927
C: 3.75423 -1.85624 -2.14670
C: -0.22864 -4.56522 4.90798
H: -1.67285 -5.70653 -1.80088
C: -0.88055 4.02783 5.61958
H: -3.27175 4.89210 3.63148
C: -4.32760 2.34327 -1.87920
H: 5.15757 -2.42729 -0.64021
H: 0.88380 -1.36070 5.83037
C: 0.29599 6.10728 -0.86088
F: 3.08324 0.83417 2.59509
O: -2.63884 0.66299 -5.05028
H: -2.10918 1.20240 4.17533
H: -4.83349 2.07628 -2.80589
H: -0.00699 -0.59629 -5.67648
C: -1.04213 -0.95269 -5.73532
C: -5.24274 -0.73822 -0.21778
C: 4.01571 -0.11805 5.95556
H: 0.15705 -5.43855 1.64752
H: 1.48440 -3.22302 -4.71483
H: 0.57847 -6.30512 4.00444
H: -1.35977 -2.89512 5.63053
H: -2.83373 -0.37961 -2.86324
H: -1.08507 4.72136 6.42302
C: -1.73244 2.96626 5.36842
C: -0.31597 2.23478 3.58045
H: -0.35366 2.86186 -5.64174
H: -4.64490 2.74865 1.44461
H: -3.51864 1.62584 -1.69940
H: -3.77580 5.62034 2.05702
C: 1.79189 -0.89993 5.46929
H: -1.70182 4.26388 -2.21386
C: 1.24451 0.97569 -0.04586
H: 1.03155 -0.46869 3.55059
H: 0.70039 4.85361 -2.57816
H: -4.99821 2.28416 -1.02486
H: -0.70416 -3.52173 -1.07490
H: -1.19536 -6.48720 -4.12301
C: 1.53875 2.20001 -6.38542
C: 0.10757 -4.88499 -4.57021
C: 4.06234 -2.79027 -4.35700
C: 3.03482 0.30939 3.82828
C: -1.46044 2.05075 4.34013
H: -4.12050 -0.63568 1.63487
C: 0.23597 -0.12365 0.02103
C: 0.53834 3.31248 3.79363
H: -5.64638 0.26341 -0.19960
C: -3.94193 -2.53763 0.67666
C: 2.35264 4.74483 0.35587
C: -2.84083 3.81650 1.79149
C: 3.33036 -3.00700 2.48739
H: 5.79291 -4.06209 -4.52393
C: 0.93249 2.10378 -4.06505
C: 2.73901 1.53501 -6.07562
C: -0.46610 -3.92317 -2.05333
H: -3.83261 -4.35964 -0.49969
H: 2.54596 3.67023 -1.50470
C: -1.22608 0.28485 0.18330
C: -0.10411 -4.86174 2.52403
H: -1.86058 -0.59462 0.06806
H: 2.22305 -1.38961 3.40443
C: -3.76827 2.69204 2.09588
O: -4.29404 4.57734 -1.20764
H: 3.60982 -5.11652 2.57846
C: 0.74041 -3.74207 -4.12145
H: 2.78327 -4.52966 3.96144
F: 3.06119 -1.00819 -1.37920
H: 2.36032 1.27461 -2.71624
H: 1.76594 5.77520 2.13714
C: -4.39502 -1.22259 0.76907
C: -0.66956 -3.60734 2.35929
H: 2.21204 0.59406 -0.36727
O: -2.04550 3.74427 0.88675
H: -2.05039 5.65446 2.56749
C: 5.56034 -3.36283 -2.53458
C: 0.57971 2.37632 -5.39039
H: 3.93245 0.68420 -4.55195
C: 0.13785 -5.33456 3.82055
H: -2.58059 2.87800 6.03654
C: 0.15689 4.25130 4.72522
H: 1.30258 2.50842 -7.39362
H: 1.37045 -2.88747 3.30752
C: 2.11433 1.49844 -3.74676
H: -1.48778 1.04238 -0.55456
C: -1.88747 -0.70731 -3.29202
C: -1.02927 -5.13703 -2.45418
F: -5.38837 -3.62886 -2.41886
H: -2.37522 3.16846 -3.41737
H: 0.07117 7.15558 1.01799
H: -2.85813 4.86816 -3.42316
H: 1.37364 1.38423 0.95793
C: -4.18566 -3.34141 -0.41881
C: 0.43552 -3.24573 -2.86745

Atoms 1-3, force components in eV/Å:
H -0.2398 -0.1274 0.3779
C 0.4130 -0.4732 0.3587
F 0.0765 0.2179 -0.2476



# 3
Molecular formula: C63H71N11O4S2
Method: DFT, wB97M-V/def2-TZVPD

The highest occupied orbital energy comes out at -9.33 eV. Its total charge is 0.

Positions of all 151 atoms, in Å:
C: 5.60938 5.37472 -0.75084
H: -4.67123 2.62345 -2.56923
C: 4.35133 5.34829 -0.14240
C: -1.37453 -0.99838 5.60431
H: -5.96021 2.63393 -0.55020
H: -0.93631 -3.19813 -2.84145
C: -2.11734 2.75586 2.72063
H: -6.25046 0.46985 0.80842
C: 5.89147 4.46915 -1.79973
N: -0.43143 2.17296 -3.84973
H: -3.92187 -2.04706 -5.68923
N: -1.10673 4.89134 0.58768
C: -0.68047 1.32207 -0.79487
H: 1.89446 -0.30676 0.61039
N: 3.41544 4.44215 -0.46880
H: -2.60957 1.41045 1.22507
H: 0.75426 4.70787 -0.46919
H: -1.96180 -5.11651 1.22402
C: -1.39688 -1.27993 3.14774
H: 1.12448 -1.10655 4.13505
N: -4.24689 1.55478 2.56755
C: -4.64622 2.14743 3.72086
C: -0.31621 4.84523 -0.50953
H: 3.27482 -0.98391 -1.32784
C: 4.60147 1.23585 0.78073
H: 3.53370 -2.67194 0.16328
H: -1.95100 4.07604 4.52356
C: -2.53945 3.39927 3.92180
C: -1.06278 -2.64933 3.39119
C: 4.30674 0.05474 5.32920
C: -1.16217 -0.92731 -0.70458
H: -4.10425 3.44996 5.35698
H: 2.01691 1.25624 3.12879
C: -5.20245 1.85053 -0.56342
H: -1.08024 2.85879 2.43735
H: -1.93135 0.52527 4.14802
C: 2.42231 -3.35750 1.71676
H: 0.48994 -5.54522 -0.74848
H: -0.63419 -2.66793 6.65422
H: 1.35855 3.31495 -4.22738
H: -2.94156 5.08870 1.39241
N: -1.61022 0.31070 -1.00635
H: -4.90781 -0.16559 -0.09840
H: 3.00356 2.77182 -1.72852
C: 2.19179 -1.60570 -3.04609
N: 4.66502 -2.46025 -4.01082
H: -1.89016 -1.68447 -0.95586
H: -1.15220 -0.77082 -5.28844
C: -1.07926 -4.42673 -4.54724
H: 5.20994 -0.35140 4.87383
H: -2.64133 4.94547 -2.94021
C: 2.63688 0.51779 3.63715
C: 2.22730 -2.18155 -4.32102
C: -6.76464 0.03827 -1.29650
H: 5.53409 3.06958 1.60143
H: 2.35087 1.64996 -5.76142
H: 4.04924 6.07208 0.60009
C: -2.23388 4.96545 -1.94021
H: -6.05255 -4.77004 2.58549
S: -5.82172 0.50697 -2.81505
C: 3.71835 1.14295 4.52735
H: -5.58012 1.84578 4.17167
C: 2.68367 -3.29923 0.38772
H: 3.61937 1.65388 0.61589
S: 2.98889 -1.19477 5.65015
H: -6.89324 -1.04357 -1.33098
H: 6.32667 6.11486 -0.42821
O: 3.29906 -2.51106 4.99461
H: 1.16742 2.03039 0.08140
H: -3.65502 -5.71146 2.91567
H: 4.68354 0.38776 6.29628
C: -1.57244 -0.48528 4.27589
C: -3.15952 -2.73581 -5.35628
C: 4.92037 3.52874 -2.15323
O: -4.97978 -0.60335 -3.21091
C: -5.76464 0.50468 -0.16670
H: -4.10078 5.24417 -1.00815
C: -4.71432 1.70937 -1.97704
H: 5.03790 2.88597 -3.01312
H: 3.36489 1.93288 5.19004
H: 7.64359 1.86653 2.08144
H: 3.63788 -2.96762 -5.76385
O: -6.69027 1.09886 -3.81847
N: -2.78134 -3.77122 -6.21646
C: 1.36326 1.54364 -5.33747
C: 0.67040 0.40423 -5.69987
H: 7.84727 -0.51162 1.63362
C: 0.60232 1.15692 -0.20865
C: 3.72338 3.54125 -1.49140
N: -3.10383 -3.72771 0.27525
H: 6.01906 -1.70623 0.53817
C: 1.79070 -0.37483 4.59205
H: 1.26349 -1.17447 -2.70157
H: 6.73563 4.42352 -2.47184
H: -1.52246 -0.97238 2.12010
H: 2.87884 -2.60842 2.34672
C: 0.92804 -0.15108 0.15411
H: -2.86720 -1.73048 -3.52190
H: -3.68587 1.34936 -2.00521
N: -0.78892 -3.13211 4.63590
H: -0.27119 -5.09054 -4.27747
C: -2.92394 -4.63243 1.30367
H: -0.20877 4.77891 -2.69657
C: 6.94584 -0.00052 1.32934
H: 4.45657 1.73730 3.98895
H: -1.43642 -0.32712 6.44810
H: -1.95841 0.85173 -3.60109
H: -1.54319 -5.38810 -6.51110
C: 0.06507 -1.21985 -0.10915
C: -2.42728 4.99264 0.44758
N: 4.72838 -0.11456 0.58662
H: 5.50640 -1.78627 -2.23106
C: -2.99487 1.90239 2.10594
C: -1.77174 -4.59677 -5.81255
C: 1.05813 -4.93685 -0.06039
H: 1.45903 -4.33647 3.27018
C: 1.51824 -4.29426 2.19263
H: -0.96664 -3.33518 2.56247
H: -7.67222 0.63310 -1.19364
C: 2.05253 -4.11946 -0.53296
H: 2.37091 -4.11139 -1.56493
C: -1.46769 -3.36409 -3.76691
H: -1.13549 2.27221 -1.03274
N: 0.77273 -5.08576 1.28770
C: -5.20990 -4.41849 2.00866
H: -4.43285 2.26679 0.08661
C: -3.91431 -4.95685 2.18785
H: 1.09976 -0.37305 -6.31460
H: 0.23893 -2.22080 0.25731
C: -0.81714 4.85657 -1.80760
H: 1.26000 0.30103 5.26262
C: -0.91459 -2.26018 5.69427
C: 3.51946 -2.58408 -4.76120
C: 3.31873 -1.46119 -2.29566
C: 5.64645 2.03435 1.31497
C: -3.05022 5.06664 -0.83147
C: -4.36393 -3.20170 0.14452
C: -5.42883 -3.47887 0.99441
H: -6.37264 -2.97987 0.83129
C: 0.77863 2.43372 -4.45871
H: 1.28966 -2.20697 -4.85634
C: 5.90994 -0.65938 0.78026
C: -3.82869 3.06958 4.38447
C: -1.06666 1.04366 -4.17931
C: 4.56711 -1.94136 -2.74106
C: -0.56002 0.10385 -5.06333
H: -4.43309 -2.35911 -0.52754
O: 2.57397 -1.15254 7.03596
C: -2.50730 -2.52270 -4.16165
H: 3.15598 0.00648 2.82648
C: 6.80875 1.35783 1.62246

Atoms 1-3, force components in eV/Å:
C 0.3805 -0.5270 -0.8705
H -0.4893 0.1044 0.0573
C -0.2821 -1.2538 -0.9352